[1]
Below is a cluster of 2 separate species, CH3BrOS in total in a non-equilibrium geometry, with properties calculated with wB97M-V/def2-TZVPD.

```
7
Properties=species:S:1:pos:R:3
C -0.75567 0.93058 0.16797
O -0.32396 -0.20929 -0.50239
S 1.14982 -0.35625 -1.21518
Br 2.35977 -3.90971 0.66982
H -0.37030 1.86607 -0.36807
H -0.18528 0.82494 1.10523
H -1.87438 0.85366 0.14262
```

Output
Total charge: 0
HOMO (alpha / beta) in eV: -9.43 / -9.10
Orbital gap (alpha / beta) in hartree: 0.2181 / 0.2729

Charges computed using Löwdin, reported in e:
1. C -0.198
2. O -0.738
3. S 0.659
4. Br -0.011
5. H 0.094
6. H 0.087
7. H 0.106

[2]
Below is a cluster of 12 separate species, C48H120O24 in total in a non-equilibrium geometry, with properties calculated with wB97M-V/def2-TZVPD.

```
192
Properties=species:S:1:pos:R:3
C -2.53931 4.73824 -4.87913
O -2.52449 6.12949 -5.11176
C -1.47337 6.78687 -4.43362
C -0.10936 6.68487 -5.02047
O 0.37879 5.37529 -4.91914
C 1.66851 5.21723 -5.45046
H -2.89838 4.25607 -5.78815
H -3.24628 4.49131 -4.07660
H -1.55841 4.35494 -4.61120
H -1.48179 6.48101 -3.37235
H -1.76854 7.83331 -4.29565
H 0.56349 7.43075 -4.55891
H -0.08623 7.00517 -6.07847
H 2.10990 4.25623 -5.17664
H 2.36612 5.97153 -5.06628
H 1.66620 5.18550 -6.55217
C -4.70750 14.03790 1.35042
O -5.80271 14.55223 0.65267
C -6.91160 13.67955 0.61780
C -7.82946 13.96099 -0.55281
O -8.16770 15.31361 -0.69380
C -9.03643 15.55451 -1.77797
H -4.95591 13.87278 2.40844
H -3.89175 14.74821 1.23840
H -4.37200 13.06622 0.94516
H -7.40282 13.66713 1.60222
H -6.53275 12.66312 0.41959
H -8.71509 13.34148 -0.33489
H -7.25598 13.59983 -1.41817
H -9.34391 16.59650 -1.71393
H -9.91598 14.90661 -1.66916
H -8.55546 15.44754 -2.75505
C 4.58700 7.35885 -8.71316
O 4.89158 8.45002 -7.90026
C 4.28319 8.34559 -6.62416
C 4.56722 9.61177 -5.85652
O 4.27323 9.35666 -4.51315
C 4.40766 10.46496 -3.64341
H 5.25398 7.38855 -9.57236
H 3.53498 7.34674 -9.00188
H 4.78218 6.40442 -8.19587
H 4.68118 7.46163 -6.09695
H 3.20188 8.15304 -6.70753
H 3.97628 10.40405 -6.34291
H 5.62868 9.86490 -5.98651
H 3.86975 10.25667 -2.72484
H 4.05158 11.38964 -4.11514
H 5.47375 10.65179 -3.45226
C -4.30227 14.83852 -2.25663
O -5.07504 15.98300 -2.41990
C -5.69649 16.00074 -3.67554
C -6.33377 17.33730 -3.96118
O -7.08186 17.75125 -2.85673
C -7.87825 18.87965 -3.09602
H -3.60533 15.06468 -1.43497
H -3.63663 14.61937 -3.09498
H -4.79363 13.93548 -1.88001
H -6.47402 15.21364 -3.69139
H -5.02413 15.72079 -4.49788
H -7.03576 17.14365 -4.79421
H -5.60390 18.08126 -4.29779
H -8.47955 18.77459 -4.00752
H -7.25748 19.78429 -3.11059
H -8.56213 18.98077 -2.25296
C -2.25515 12.20855 -2.13542
O -2.77731 12.41976 -3.41918
C -2.57217 11.43764 -4.39958
C -1.16192 10.96712 -4.65405
O -0.67581 10.33561 -3.49448
C 0.67305 9.97260 -3.58646
H -2.71554 11.27432 -1.77269
H -2.60161 12.91859 -1.37534
H -1.17673 12.21590 -1.98218
H -3.04226 11.79776 -5.32138
H -3.27175 10.59223 -4.22016
H -0.55262 11.87021 -4.82200
H -1.15959 10.26057 -5.49013
H 1.29254 10.82005 -3.26278
H 0.91210 9.69605 -4.61920
H 0.92644 9.12103 -2.95314
C -7.58416 12.28361 -4.96367
O -7.33460 12.02717 -3.60015
C -6.54894 10.87538 -3.40480
C -5.84697 10.92851 -2.05360
O -6.67743 10.51132 -0.99710
C -7.19292 9.21332 -1.09180
H -7.84315 11.36495 -5.50151
H -6.69527 12.74481 -5.40806
H -8.44703 12.94462 -5.01394
H -5.73286 10.84528 -4.14998
H -7.13402 9.95723 -3.50657
H -5.50309 11.94581 -1.88506
H -4.98181 10.24689 -2.11881
H -8.06362 9.14363 -1.76908
H -7.51535 8.85221 -0.12676
H -6.46803 8.55991 -1.60000
C 1.61513 5.98102 -1.68977
O 2.66754 6.67950 -1.05265
C 3.72125 7.04870 -1.90206
C 4.75337 5.99147 -2.19571
O 4.17983 4.98869 -3.00767
C 4.97983 3.84231 -3.13448
H 0.84339 5.71228 -0.96712
H 1.96094 5.03278 -2.10937
H 1.14153 6.57221 -2.48576
H 4.25676 7.86277 -1.40193
H 3.34771 7.43237 -2.86412
H 5.08477 5.54038 -1.24259
H 5.66972 6.38484 -2.65626
H 4.62847 3.26531 -3.98609
H 4.96386 3.20526 -2.23709
H 6.04116 4.10078 -3.27051
C -2.64544 7.84570 -7.90677
O -2.39035 7.58411 -9.26429
C -1.25479 8.16501 -9.79235
C -0.85023 9.54221 -9.27798
O -0.32177 9.49455 -7.97617
C -0.53565 10.67450 -7.23944
H -3.47280 7.22570 -7.57488
H -2.92223 8.89822 -7.76337
H -1.79128 7.62942 -7.27246
H -1.40290 8.30397 -10.86809
H -0.36219 7.52055 -9.71138
H -1.72896 10.20901 -9.34971
H -0.13064 10.01869 -9.95940
H -1.60847 10.79190 -7.03082
H -0.15274 11.56286 -7.74981
H -0.02838 10.55510 -6.28173
C -4.15539 18.79919 -6.62105
O -4.34551 17.41383 -6.69298
C -5.50563 17.06659 -7.42674
C -5.55058 15.55070 -7.57841
O -4.34603 15.03103 -8.04884
C -3.57481 14.34948 -7.10047
H -4.54388 19.33260 -7.49991
H -3.09831 19.04346 -6.54617
H -4.69352 19.22630 -5.76474
H -5.41266 17.54137 -8.40840
H -6.42480 17.34650 -6.89745
H -6.37988 15.32755 -8.26226
H -5.86013 15.09668 -6.62708
H -3.66424 14.79093 -6.09917
H -2.52699 14.39627 -7.39289
H -3.87256 13.29599 -6.98584
C 0.84929 14.58466 -2.60400
O 0.43676 15.49874 -3.56232
C -0.93765 15.36741 -3.85294
C -1.27556 16.54151 -4.74684
O -0.40654 16.50915 -5.85729
C -0.54417 17.61318 -6.69739
H 1.91602 14.71131 -2.44521
H 0.63775 13.52975 -2.85581
H 0.29397 14.71227 -1.65670
H -1.53361 15.42820 -2.93826
H -1.17125 14.48793 -4.46640
H -1.23560 17.49849 -4.20525
H -2.30052 16.47973 -5.15164
H -0.71330 18.53887 -6.12886
H -1.35574 17.46719 -7.41967
H 0.40087 17.76239 -7.22157
C -0.35582 9.36317 0.54097
O 0.61694 9.07026 1.50504
C 1.91119 9.56295 1.17498
C 3.01632 8.70003 1.68322
O 3.15446 8.58631 3.08460
C 2.21911 7.70338 3.67620
H -1.27408 9.02387 1.02351
H -0.21271 8.71718 -0.33431
H -0.41333 10.41837 0.26706
H 2.04075 10.62282 1.40612
H 1.99694 9.39408 0.08254
H 3.95629 9.09135 1.28455
H 2.93240 7.69472 1.24616
H 1.18805 7.99930 3.46340
H 2.42108 7.68168 4.74133
H 2.28414 6.68951 3.24664
C -7.30431 5.95331 1.22123
O -6.37933 6.73295 0.52625
C -5.14699 6.81436 1.20872
C -4.10097 7.53810 0.40945
O -3.99554 7.00803 -0.87526
C -2.91001 7.58307 -1.56180
H -8.30156 6.38252 1.10821
H -7.09648 5.92531 2.29821
H -7.31975 4.91825 0.86074
H -4.84264 5.77039 1.38664
H -5.23964 7.30299 2.18846
H -3.14343 7.41554 0.93056
H -4.37388 8.60208 0.32690
H -1.96906 7.51578 -1.01171
H -3.12618 8.64275 -1.77729
H -2.84117 7.09995 -2.53430
```

Output
Total charge: 0
HOMO in eV: -9.04
Orbital gap in hartree: 0.3479
Structure (SMILES): COCCOC.COCCOC.COCCOC.COCCOC.COCCOC.COCCOC.COCCOC.COCCOC.COCCOC.COCCOC.COCCOC.COCCOC

Atom charges from the Löwdin analysis, given in e for atoms 1 to 99:
1. C -0.089
2. O -0.171
3. C -0.224
4. C -0.218
5. O -0.186
6. C -0.099
7. H 0.091
8. H 0.090
9. H 0.079
10. H 0.105
11. H 0.123
12. H 0.101
13. H 0.126
14. H 0.087
15. H 0.077
16. H 0.095
17. C -0.127
18. O -0.181
19. C -0.204
20. C -0.209
21. O -0.155
22. C -0.102
23. H 0.089
24. H 0.086
25. H 0.083
26. H 0.130
27. H 0.107
28. H 0.136
29. H 0.109
30. H 0.079
31. H 0.090
32. H 0.074
33. C -0.124
34. O -0.179
35. C -0.216
36. C -0.218
37. O -0.205
38. C -0.099
39. H 0.090
40. H 0.085
41. H 0.089
42. H 0.129
43. H 0.124
44. H 0.135
45. H 0.136
46. H 0.073
47. H 0.089
48. H 0.092
49. C -0.128
50. O -0.122
51. C -0.202
52. C -0.208
53. O -0.177
54. C -0.107
55. H 0.090
56. H 0.065
57. H 0.071
58. H 0.121
59. H 0.099
60. H 0.119
61. H 0.109
62. H 0.090
63. H 0.091
64. H 0.086
65. C -0.108
66. O -0.183
67. C -0.185
68. C -0.242
69. O -0.199
70. C -0.093
71. H 0.086
72. H 0.079
73. H 0.076
74. H 0.113
75. H 0.127
76. H 0.149
77. H 0.069
78. H 0.089
79. H 0.084
80. H 0.080
81. C -0.103
82. O -0.185
83. C -0.205
84. C -0.187
85. O -0.183
86. C -0.108
87. H 0.090
88. H 0.078
89. H 0.088
90. H 0.119
91. H 0.119
92. H 0.104
93. H 0.109
94. H 0.089
95. H 0.082
96. H 0.095
97. C -0.081
98. O -0.181
99. C -0.212

[3]
Below is a cluster of 2 separate species, C5H9BrO2S in total in a non-equilibrium geometry, with properties calculated with wB97M-V/def2-TZVPD.

```
18
Properties=species:S:1:pos:R:3
C -0.62365 -1.91245 -0.86878
C -0.84066 -2.29705 0.66016
C 0.30744 -1.52650 0.20285
C 0.13143 2.08847 -1.12805
C 1.50828 -1.11759 0.52092
O -0.04293 3.18018 1.21520
O -1.23641 0.76631 0.74306
S 0.03305 1.51433 0.69134
Br 2.76675 -0.32616 -0.61996
H -0.39441 -2.89752 -1.35378
H -1.10463 -1.17214 -1.47623
H -1.60926 -1.82886 1.27152
H -0.66734 -3.25106 0.96489
H 0.59954 1.29971 -1.74479
H -0.93748 2.07820 -1.39405
H 0.58353 3.10462 -1.31370
H 1.75165 -1.12597 1.54569
H -0.22491 3.42348 2.08373
```

Output
Total charge: 0
HOMO in eV: -9.18
Orbital gap in hartree: 0.3585

Charges computed using Löwdin, reported in e:
1. C -0.048
2. C -0.064
3. C -0.425
4. C -0.205
5. C -0.607
6. O -0.323
7. O -0.482
8. S 0.896
9. Br 0.708
10. H 0.117
11. H 0.089
12. H 0.100
13. H 0.067
14. H 0.010
15. H 0.046
16. H 0.068
17. H 0.050
18. H 0.003

[4]
Below is an isolated molecule of C11H16N4O5 in a non-equilibrium geometry, with properties calculated with wB97M-V/def2-TZVPD.

```
36
Properties=species:S:1:pos:R:3
C 1.00589 1.92291 -0.92511
C -0.47223 1.79110 -0.65169
C 1.83970 1.65786 0.40061
C 2.16561 0.17397 0.69535
C 3.22657 -0.30237 1.31050
C 2.17011 -2.01787 0.57711
C -2.17622 0.44648 0.26527
C -2.35774 0.25531 1.71628
C -2.77087 -0.71242 -0.66036
C -2.07394 -1.96854 -0.77139
C -0.69632 -1.87322 -1.62292
H 2.26465 3.14183 -1.86277
H 0.69580 3.86620 -1.80314
H 1.11259 1.04966 -1.53545
H 1.23861 2.11408 1.20502
H 2.82768 2.29720 0.31668
H 3.90558 0.38233 1.75679
H 1.89508 -3.10008 0.35520
H 3.86134 -2.07244 1.89860
H -0.26879 -0.00130 0.13740
H -2.64202 1.40402 0.04570
H -2.83008 -0.32881 -1.65197
H -3.80545 -0.80026 -0.47905
H -1.81797 -2.43632 0.20678
H -2.71819 -2.64486 -1.36860
H -0.41915 -3.60461 -0.87097
H -1.96804 0.81936 3.34968
N 1.34067 3.17001 -1.47207
N 1.42988 -0.90566 0.24776
N 3.31786 -1.65954 1.20958
N -0.86619 0.65987 -0.00070
O -1.28537 2.66704 -1.02131
O -3.30372 -0.37219 2.16345
O -0.30396 -0.90415 -2.16989
O 0.01978 -3.03812 -1.50548
O -1.54117 0.92354 2.51511
```

Output
Total charge: 0
HOMO in eV: -8.51
Orbital gap in hartree: 0.3269
Structure (SMILES): N[C@@H](Cc1c[nH]cn1)C(=O)N[C@@H](CCC(=O)O)C(=O)O

Charges computed using Löwdin, reported in e:
1. C -0.333
2. C -0.368
3. C -0.043
4. C -0.279
5. C -0.115
6. C -0.125
7. C -0.212
8. C -0.476
9. C -0.126
10. C -0.099
11. C -0.477
12. H 0.080
13. H 0.083
14. H 0.124
15. H 0.115
16. H 0.145
17. H 0.118
18. H 0.136
19. H 0.127
20. H 0.012
21. H 0.167
22. H 0.121
23. H 0.108
24. H 0.134
25. H 0.136
26. H 0.089
27. H 0.113
28. N 0.058
29. N 0.103
30. N 0.076
31. N 0.105
32. O 0.044
33. O 0.098
34. O 0.133
35. O 0.071
36. O 0.157

Result set for relative energy (zero: lowest compared OMol25 entry of this formula, charge and spin): 264.80 209.75 233.19 253.61 kJ/mol, one per record in the order listed.